ORCA calculation (the ωB97M-V functional and the def2-TZVPD basis) on C19H16F10N6OSTa as an isolated structure.

Values from the calculation:
HOMO = -17.69 eV
DFT total energy = -70482.870 eV
Relative energy (zero: lowest compared OMol25 entry of this formula, charge and spin) = 95.74 kJ/mol

The geometry in ORCA input format:
```
! RIJCOSX wB97M-V def2-TZVPD def2/J DEFGRID3
* xyz 3 1
Ta -0.61388 0.00945 0.79646
C 1.38776 2.33451 -0.57328
N 0.52808 2.16011 0.61830
C -0.60448 3.11041 0.58633
C -1.64380 2.63865 -0.39038
N -1.96666 1.22630 -0.11742
C -3.23078 0.76918 -0.54380
C -3.44154 -0.61018 -0.57876
F -2.35527 -1.39473 -0.22562
C -4.60124 -1.25124 -0.93234
F -4.65487 -2.56544 -0.91490
C -5.69882 -0.47636 -1.30278
F -6.82074 -1.03690 -1.63907
C -5.55816 0.90681 -1.29850
F -6.56622 1.66762 -1.63719
C -4.35928 1.51646 -0.93608
F -4.36589 2.84091 -0.96602
C 1.33037 2.35000 1.84554
C 0.65553 1.70468 3.03397
N 0.20494 0.36786 2.60292
C 0.24168 -0.66178 3.56299
C 0.23764 -0.51723 4.95683
F 0.09364 0.68156 5.50550
C 0.33354 -1.61649 5.80412
F 0.33743 -1.42772 7.09690
C 0.39928 -2.91231 5.29300
F 0.48017 -3.93970 6.08953
C 0.33932 -3.09533 3.91440
F 0.35347 -4.29416 3.36861
C 0.25879 -1.97782 3.11531
F 0.13372 -2.13656 1.73450
H 1.83837 3.33019 -0.56009
H 0.81206 2.23420 -1.49004
H 2.18181 1.59502 -0.57394
H -0.26706 4.11389 0.31572
H -1.04832 3.15683 1.58241
H -1.29918 2.71130 -1.42540
H -2.49709 3.29706 -0.29905
H 1.49254 3.41423 2.03452
H 2.30325 1.88543 1.69264
H -0.18411 2.29198 3.40735
H 1.38365 1.64042 3.83898
N 2.66475 -0.92622 0.75426
N 2.57173 -2.02546 -0.09887
C 1.67059 -2.08602 -1.07160
N 1.69139 -3.07978 -1.92606
S 0.46412 -0.84661 -1.34870
H 3.45217 -0.35521 0.45438
H 2.89542 -1.26860 1.68217
H 3.28420 -2.74483 -0.04338
H 2.39882 -3.80474 -1.92762
H 1.00864 -3.12744 -2.66956
O -3.41066 -1.43079 3.03619
C -2.61192 -0.90328 2.46672
*
```

Charges per atom according to Löwdin partitioning, unit e: Ta 1.754; C -0.058; N -0.280; C -0.151; C -0.156; N -0.128; C -0.143; C -0.145; F -0.059; C -0.128; F 0.186; C -0.105; F 0.228; C -0.112; F 0.208; C -0.107; F 0.145; C -0.150; C -0.161; N -0.165; C -0.200; C -0.125; F 0.149; C -0.111; F 0.209; C -0.110; F 0.218; C -0.133; F 0.179; C -0.152; F -0.030; H 0.127; H 0.086; H 0.070; H 0.161; H 0.136; H 0.146; H 0.134; H 0.159; H 0.128; H 0.133; H 0.144; N 0.047; N -0.041; C -0.709; N 0.179; S 0.725; H 0.119; H 0.115; H 0.185; H 0.158; H 0.135; O 0.239; C 0.055



ORCA calculation (the ωB97M-V functional and the def2-TZVPD basis) on C19H16FN5O3S2 in the gas phase.

Values from the calculation:
SMILES string = [H]/N=C1\C(=C\c2cc(C)n(-c3ccccc3F)c2C)C(=O)N=C2SN=C(S(C)(=O)=O)N21
HOMO = -8.03 eV
DFT total energy = -57937.110 eV
Relative energy (zero: lowest compared OMol25 entry of this formula, charge and spin) = 106.77 kJ/mol

The geometry in ORCA input format:
```
! RIJCOSX wB97M-V def2-TZVPD def2/J DEFGRID3
* xyz 0 1
O 1.23779 -1.47237 2.03806
O 2.25830 -3.53418 -4.32820
O 2.79129 -5.85902 -4.34555
F -1.67361 2.39183 3.67556
N 1.45838 -3.61163 1.34316
N -0.13196 -2.96577 -2.25060
N 2.46310 -6.04310 -1.16629
S 2.59738 -5.88196 0.52936
C 1.06361 -2.26624 1.13006
C 1.69241 -4.38659 0.34297
C 0.63965 -2.99037 -1.19356
C 1.98395 -4.95925 -1.77383
C 1.51411 1.41152 0.50453
C 0.36942 0.59966 0.26006
C 0.99491 2.53941 0.93374
C -0.78795 1.33744 0.59166
C 0.38179 -0.62560 -0.64833
C 0.60493 -1.93208 -0.25748
C -2.92902 5.59650 2.48930
C -2.25049 5.75069 1.27114
C -2.81402 4.40417 3.17854
C -1.32535 4.76128 0.88986
C -1.81461 3.48063 2.83679
C -1.19518 3.56730 1.65669
N 1.47021 -4.00631 -0.95200
N -0.38388 2.58223 1.09810
C 2.06250 3.40220 1.52176
C -2.26154 0.88857 0.54751
C 0.12060 -5.19597 -4.19326
S 1.82942 -4.86772 -3.65447
H -0.76046 -2.15899 -2.44533
H 2.51208 0.87678 0.52495
H 0.14858 -0.32992 -1.61801
H -3.60507 6.34476 2.94072
H -2.48392 6.60408 0.63788
H -3.46993 4.30476 4.10163
H -0.83901 4.78837 -0.08577
H 2.72014 2.85420 2.25257
H 2.78618 3.80189 0.79895
H 1.56406 4.18116 2.04959
H -2.62745 0.85720 1.56769
H -2.42046 -0.07784 0.05019
H -2.76841 1.58338 -0.00792
H -0.30444 -4.29260 -4.59791
H 0.04084 -6.01911 -4.93494
H -0.45888 -5.43338 -3.30957
*
```

Charges per atom according to Löwdin partitioning, unit e: O 0.108; O -0.390; O -0.383; F 0.061; N 0.127; N 0.193; N -0.244; S 1.088; C -0.381; C -0.560; C -0.337; C -0.366; C -0.024; C -0.164; C -0.294; C -0.158; C 0.114; C -0.058; C -0.090; C -0.067; C -0.010; C 0.025; C -0.191; C -0.176; N 0.015; N 0.057; C -0.035; C 0.014; C -0.158; S 0.817; H 0.094; H 0.162; H 0.103; H 0.115; H 0.104; H 0.143; H 0.126; H 0.101; H 0.084; H 0.055; H 0.077; H 0.084; H 0.041; H 0.048; H 0.084; H 0.045



ORCA calculation (the ωB97M-V functional and the def2-TZVPD basis) on C19H16InN3O2S3 as an isolated structure.

Values from the calculation:
HOMO = -1.14 eV
DFT total energy = -66211.306 eV
Relative energy (zero: lowest compared OMol25 entry of this formula, charge and spin) = 0.00 kJ/mol

The geometry in ORCA input format:
```
! RIJCOSX wB97M-V def2-TZVPD def2/J DEFGRID3
* xyz -2 1
In 0.94448 0.27620 0.63694
O 0.58900 0.60593 2.78318
C 0.07446 -0.22558 3.63185
C 0.47804 -0.17884 4.99926
C -0.06658 -0.98932 5.95927
C -1.06406 -1.91630 5.66325
C -1.45726 -2.02232 4.35475
C -0.95234 -1.17456 3.32716
C -1.45398 -1.44538 1.98614
N -1.04628 -0.88090 0.91454
N -1.74672 -1.22691 -0.22645
C -1.22542 -0.61440 -1.26178
O -0.18343 0.10846 -1.29130
C -1.94028 -0.81566 -2.55972
C -1.67418 0.03614 -3.62980
C -2.37171 -0.12600 -4.83184
C -3.25738 -1.17851 -4.99295
C -3.50278 -2.06524 -3.95260
C -2.84888 -1.87561 -2.72695
H 1.24568 0.55784 5.16956
H 0.33935 -0.92589 6.96956
H -1.40417 -2.60252 6.46205
H -2.20927 -2.73590 4.07498
H -2.31647 -2.08388 1.88976
H -0.95626 0.82851 -3.46942
H -2.15853 0.56281 -5.62233
H -3.74121 -1.33055 -5.95966
H -4.20819 -2.90940 -4.06932
H -3.01589 -2.52539 -1.87414
C 1.99434 4.42163 -1.34469
C 2.06703 3.02795 -0.77514
S 1.01196 2.79063 0.65102
C 2.89752 2.09331 -1.25884
C 3.84102 2.35594 -2.40476
S 3.07929 0.44439 -0.62929
H 1.04364 4.88514 -1.11953
H 2.16378 4.46545 -2.40649
H 2.74173 5.07762 -0.87305
H 3.77637 3.35358 -2.82704
H 3.70058 1.63839 -3.22286
H 4.87259 2.21892 -2.12056
S 3.49486 -3.61061 2.68806
C 2.55564 -2.51942 1.93364
N 1.88988 -1.76975 1.35550
*
```

Charges per atom according to Löwdin partitioning, unit e: In 0.407; O -0.183; C -0.367; C -0.023; C -0.131; C -0.149; C -0.076; C -0.131; C -0.085; N -0.047; N 0.059; C -0.485; O -0.118; C -0.132; C -0.014; C -0.101; C -0.138; C -0.109; C -0.034; H 0.106; H 0.089; H 0.089; H 0.089; H 0.110; H 0.116; H 0.083; H 0.087; H 0.095; H 0.098; C -0.173; C -0.773; S 0.545; C -0.787; C -0.170; S 0.556; H 0.038; H 0.044; H 0.072; H 0.043; H 0.062; H 0.051; S 0.365; C -0.989; N 0.011



ORCA calculation (the ωB97M-V functional and the def2-TZVPD basis) on C19H16N2O4 in the gas phase.

Values from the calculation:
SMILES string = O=C(O)C[C@H](C(=O)O)n1nc(-c2ccccc2)cc1-c1ccccc1
HOMO = -8.32 eV
DFT total energy = -31134.136 eV
Relative energy (zero: lowest compared OMol25 entry of this formula, charge and spin) = 0.00 kJ/mol

The geometry in ORCA input format:
```
! RIJCOSX wB97M-V def2-TZVPD def2/J DEFGRID3
* xyz 0 1
O 0.68114 2.94796 -1.54595
C 0.98003 3.20150 -0.41011
O 2.09002 3.86506 -0.08108
H 2.59746 4.10113 -0.87389
C 0.17070 2.83406 0.80825
H 0.82756 2.38017 1.55258
H -0.25432 3.74205 1.24168
C -0.95222 1.86024 0.44640
N -0.43684 0.52647 0.30400
C -0.49693 -0.29212 -0.77813
C 0.25593 -1.40292 -0.45671
C 0.73189 -1.17147 0.85034
N 0.30463 0.01178 1.27941
C 1.56657 -2.02243 1.68343
C 1.88143 -1.62425 2.98283
C 2.67253 -2.41929 3.78798
C 3.16247 -3.62486 3.31119
C 2.85557 -4.02869 2.02261
C 2.06425 -3.23595 1.21265
H 1.83349 -3.56106 0.20954
H 3.23578 -4.96788 1.64677
H 3.78094 -4.24730 3.94130
H 2.90966 -2.10063 4.79291
H 1.49167 -0.68431 3.34127
H 0.41196 -2.26241 -1.07519
C -1.23147 0.01277 -1.99918
C -0.60773 -0.14784 -3.23369
C -1.29029 0.13314 -4.40169
C -2.60333 0.57167 -4.35310
C -3.23573 0.71792 -3.13013
C -2.55720 0.43950 -1.95775
H -3.06373 0.52078 -1.00676
H -4.26382 1.04741 -3.08869
H -3.13455 0.79396 -5.26670
H -0.79621 0.01294 -5.35456
H 0.41914 -0.47949 -3.26681
C -2.06388 1.91302 1.49414
O -2.28724 2.85273 2.20421
O -2.78782 0.79642 1.50118
H -3.47594 0.83389 2.18488
H -1.38553 2.15633 -0.51948
*
```

Charges per atom according to Löwdin partitioning, unit e: O 0.120; C -0.515; O 0.120; H 0.134; C -0.023; H 0.132; H 0.138; C -0.161; N -0.059; C -0.159; C 0.058; C -0.223; N 0.159; C -0.170; C -0.032; C -0.085; C -0.096; C -0.088; C -0.034; H 0.103; H 0.101; H 0.099; H 0.101; H 0.105; H 0.108; C -0.165; C -0.021; C -0.075; C -0.086; C -0.074; C -0.031; H 0.106; H 0.104; H 0.102; H 0.104; H 0.118; C -0.473; O 0.128; O 0.127; H 0.143; H 0.159



ORCA calculation (the ωB97M-V functional and the def2-TZVPD basis) on C19H16N4O3S in the gas phase.

Values from the calculation:
SMILES string = COCCNC(=O)/C(C#N)=C1\N=C(NC(=O)c2cccs2)c2ccccc21
HOMO = -8.99 eV
DFT total energy = -42900.508 eV
Relative energy (zero: lowest compared OMol25 entry of this formula, charge and spin) = 58.71 kJ/mol

The geometry in ORCA input format:
```
! RIJCOSX wB97M-V def2-TZVPD def2/J DEFGRID3
* xyz 0 1
C -4.87199 -0.65279 -1.73496
H -4.55842 0.39211 -1.62441
O -4.11710 -1.50511 -0.90970
C -2.74024 -1.46979 -1.19106
C -2.04327 -2.50848 -0.31288
N -0.60919 -2.35638 -0.37472
C 0.15318 -2.20667 0.72554
O -0.23773 -2.31849 1.86181
C 1.59349 -1.86496 0.39816
C 1.88759 -0.56157 0.16756
N 0.88035 0.38653 0.16778
C 1.43026 1.55954 0.04718
N 0.76214 2.73793 0.05471
C -0.61167 2.99502 0.13988
O -1.02226 4.04309 -0.31058
C -1.45465 2.01015 0.79390
C -1.19884 1.12195 1.80790
C -2.33651 0.39961 2.19982
C -3.44809 0.74882 1.49334
S -3.13616 1.98809 0.35532
H -4.43526 0.33780 1.56804
H -2.32017 -0.35757 2.96202
H -0.23657 0.99463 2.26553
H 1.29171 3.54870 -0.24841
C 2.88844 1.47421 -0.10294
C 3.88854 2.41067 -0.27523
C 5.19352 1.94671 -0.37927
C 5.48249 0.59094 -0.30841
C 4.48085 -0.35579 -0.13026
C 3.18141 0.09941 -0.03051
H 4.71174 -1.40770 -0.07114
H 6.50809 0.26482 -0.39192
H 5.99769 2.65388 -0.51632
H 3.67660 3.46892 -0.32669
C 2.53881 -2.89118 0.43211
N 3.28965 -3.76213 0.43370
H -0.19777 -2.21196 -1.28374
H -2.34421 -2.36702 0.72703
H -2.33762 -3.51471 -0.62880
H -2.32632 -0.47096 -0.98129
H -2.56428 -1.69352 -2.25698
H -4.78011 -0.93895 -2.79012
H -5.90811 -0.75779 -1.42098
*
```

Charges per atom according to Löwdin partitioning, unit e: C -0.115; H 0.058; O -0.195; C -0.229; C -0.132; N 0.089; C -0.472; O 0.095; C -0.073; C -0.153; N 0.171; C -0.232; N 0.192; C -0.467; O 0.080; C -0.446; C -0.111; C -0.162; C -0.383; S 1.078; H 0.074; H 0.110; H 0.118; H 0.157; C -0.086; C -0.010; C -0.068; C -0.058; C 0.008; C -0.084; H 0.104; H 0.108; H 0.106; H 0.111; C -0.182; N 0.179; H 0.152; H 0.122; H 0.130; H 0.105; H 0.128; H 0.090; H 0.091



ORCA calculation (the ωB97M-V functional and the def2-TZVPD basis) on C19H16O in the gas phase.

Values from the calculation:
SMILES string = O=C/C=C/[C@]12CC[C@H](c3ccccc31)c1ccccc12
HOMO = -8.86 eV
DFT total energy = -22009.516 eV

The geometry in ORCA input format:
```
! RIJCOSX wB97M-V def2-TZVPD def2/J DEFGRID3
* xyz 0 1
O 2.95150 4.20569 -2.07580
C 1.83612 3.79090 -1.77781
C 1.70908 2.44136 -1.25981
C 0.49912 1.83793 -0.92475
C -2.16815 -2.37391 -2.26881
C -0.88429 0.30537 3.78207
C -2.05951 -1.09771 -2.85468
C -0.75644 1.52519 3.15481
C -1.55301 -2.70989 -1.04858
C -0.60570 -0.85237 3.03558
C -1.22104 -0.12109 -2.28008
C -0.37174 1.62235 1.83006
C -0.75289 -1.74200 -0.46031
C -0.22790 -0.76560 1.70603
C -0.54204 -0.47430 -1.09704
C -0.09796 0.48261 1.10172
C 0.05881 -1.98553 0.80800
C 0.39656 0.44949 -0.34338
C 1.50204 -1.75898 0.40582
C 1.75237 -0.37890 -0.30204
H 0.95056 4.40109 -1.94287
H 2.62520 1.93466 -1.09831
H -0.45957 2.34838 -1.08461
H -2.73111 -3.18822 -2.66305
H -1.14112 0.26170 4.84038
H -2.51556 -0.86332 -3.78531
H -0.88396 2.42701 3.77301
H -1.73349 -3.73085 -0.64851
H -0.68085 -1.80534 3.51698
H -1.10865 0.81176 -2.79301
H -0.27168 2.60813 1.40523
H -0.12596 -2.92395 1.34210
H 1.85217 -2.54997 -0.24508
H 2.15756 -1.79030 1.28175
H 2.49795 0.16659 0.29662
H 2.10358 -0.50802 -1.32630
*
```

Charges per atom according to Löwdin partitioning, unit e: O 0.027; C -0.267; C -0.022; C 0.001; C -0.081; C -0.079; C -0.067; C -0.095; C -0.024; C -0.018; C -0.006; C -0.021; C -0.119; C -0.131; C -0.092; C -0.109; C -0.174; C -0.318; C -0.126; C -0.071; H 0.116; H 0.094; H 0.130; H 0.086; H 0.105; H 0.087; H 0.111; H 0.124; H 0.103; H 0.099; H 0.107; H 0.152; H 0.113; H 0.119; H 0.121; H 0.124



| no. | orbital gap (Ha) |
| --- | --- |
| 1 | 0.231 |
| 2 | 0.251 |
| 3 | 0.210 |
| 4 | 0.327 |
| 5 | 0.284 |
| 6 | 0.330 |